No. 1
Entry from the Open Molecules 2025 dataset: a structure of composition C44H62BN9O3PSSc (the ωB97M-V functional and the def2-TZVPD basis).

## Properties
HOMO-LUMO gap = 6.186 eV
Total energy = -3957.723511 Eh
LUMO level = 0.10 eV
ΔE to the lowest compared entry with this formula, charge and spin = 107.4 kJ/mol
HOMO = -6.1 eV

Last column: Löwdin charge in e.
Positions of all 122 atoms, in Å:
Sc -0.13651 0.23288 -0.19577  0.91
C -0.44546 4.65282 3.72007  -0.02
N -0.91172 3.53971 2.91426  -0.11
C -2.13334 2.92963 3.02012  -0.04
C -2.12183 1.90529 2.12296  -0.16
N -0.92585 1.87280 1.47145  0.02
C -0.21460 2.86641 1.96840  -0.45
P 1.50838 3.19052 1.50244  1.20
C 1.21389 3.15843 -0.30332  -0.44
N 0.49185 2.26745 -0.96058  -0.01
C 0.39273 2.70337 -2.24888  -0.10
C 1.07424 3.87643 -2.37709  -0.03
N 1.59552 4.15533 -1.13891  -0.11
C 2.38905 5.32542 -0.79648  -0.03
C 2.06337 1.49548 1.85818  -0.46
N 1.45315 0.40211 1.42620  -0.01
C 1.93063 -0.63485 2.16998  -0.16
C 2.85810 -0.16880 3.05088  -0.05
N 2.93190 1.18161 2.85029  -0.11
C 3.74598 2.08855 3.63996  -0.02
H -1.26274 4.97902 4.35712  0.09
H 0.38618 4.34515 4.35268  0.09
H -0.13705 5.48505 3.08925  0.08
H -2.86793 3.25172 3.73604  0.13
H -2.89489 1.18231 1.93450  0.10
H -0.14090 2.14087 -2.99643  0.13
H 1.23704 4.52686 -3.21817  0.12
H 2.67574 5.82627 -1.71709  0.09
H 1.81701 6.01574 -0.17859  0.09
H 3.28913 5.02639 -0.26426  0.08
H 1.57400 -1.63991 2.03297  0.12
H 3.41783 -0.65884 3.82713  0.13
H 4.77952 1.74728 3.63676  0.09
H 3.70156 3.08408 3.20663  0.06
H 3.37434 2.12188 4.66312  0.10
C -3.04241 -2.04156 -3.46746  -0.04
C -1.61622 -2.36504 -3.11101  -0.26
C -1.09274 -3.61450 -3.43213  -0.03
C 0.21467 -3.93809 -3.07903  -0.27
C 0.77187 -5.30794 -3.36654  -0.05
C 1.01004 -2.99496 -2.44637  -0.01
C 0.55757 -1.68668 -2.18165  -0.30
C -0.79377 -1.42716 -2.49844  -0.03
N 1.27432 -0.70741 -1.51014  -0.03
C 2.74154 -0.66392 -1.73501  -0.42
C 3.52357 -1.61838 -0.80924  -0.07
C 5.03765 -1.45667 -0.98314  -0.28
C 5.43888 -0.02099 -0.63060  -0.12
C 4.73147 0.94675 -1.58177  -0.29
C 5.13069 0.65395 -3.02541  -0.13
C 4.70135 -0.77161 -3.36182  -0.28
C 5.43390 -1.74795 -2.43376  -0.12
C 3.18490 -0.96099 -3.18697  -0.08
C 3.22067 0.77327 -1.44718  -0.10
H -3.62140 -2.95619 -3.60055  0.08
H -3.08801 -1.48732 -4.40888  0.09
H -3.51056 -1.42509 -2.70325  0.05
H -1.71836 -4.34873 -3.92801  0.11
H -0.01784 -6.00632 -3.64318  0.07
H 1.29209 -5.71064 -2.49535  0.08
H 1.49072 -5.27483 -4.18820  0.08
H 1.97869 -3.31878 -2.09340  0.09
H -1.22373 -0.46385 -2.18857  0.05
H 3.23460 -2.64990 -1.02877  0.10
H 3.25478 -1.42858 0.22655  0.10
H 5.54661 -2.15332 -0.31023  0.14
H 6.52471 0.09885 -0.70516  0.12
H 5.15457 0.19811 0.40616  0.11
H 4.99938 1.97912 -1.32700  0.13
H 6.21023 0.77235 -3.16520  0.12
H 4.63382 1.36266 -3.69649  0.12
H 4.95394 -0.99159 -4.40321  0.14
H 6.51674 -1.64011 -2.55651  0.12
H 5.17855 -2.77958 -2.69534  0.12
H 2.97716 -1.98996 -3.47327  0.10
H 2.62366 -0.32593 -3.88081  0.13
H 2.69902 1.46101 -2.11642  0.11
H 2.93681 1.01853 -0.42741  0.08
C -1.50069 -3.74705 1.19671  0.03
C -1.68671 -2.27194 1.14054  -0.40
C -2.94556 -1.66487 1.63920  0.00
O -0.78466 -1.56366 0.69478  -0.05
H -1.75011 -4.10005 2.19845  0.06
H -0.48883 -4.02315 0.91195  0.09
H -2.21617 -4.20057 0.50455  0.11
H -3.67728 -2.41115 1.93708  0.09
H -3.34408 -1.00659 0.86258  0.08
H -2.64709 -1.07321 2.51780  0.04
C -2.87719 -4.66479 4.80037  -0.04
C -1.80092 -3.71994 5.25900  -0.37
C -0.95181 -4.04214 6.30868  -0.06
C 0.02677 -3.10414 6.60015  -0.18
N 0.16175 -1.95783 5.95901  0.02
C -0.72880 -1.69247 4.96429  -0.86
S -0.61018 -0.20215 4.11938  0.56
N -1.69709 -2.57501 4.59509  0.07
H -3.12302 -5.40101 5.56471  0.07
H -2.54540 -5.20566 3.91034  0.06
H -3.77187 -4.10455 4.53208  0.08
H -1.04005 -4.96731 6.86078  0.09
H 0.74132 -3.29273 7.39785  0.10
C -5.35361 0.88790 -2.73961  -0.02
C -4.63417 1.23958 -1.44727  -0.47
C -5.55836 0.98054 -0.26351  -0.01
O -3.50734 0.35064 -1.30238  0.01
B -2.38130 1.03904 -0.83701  -0.53
O -2.68854 2.40232 -0.82669  0.03
C -3.96707 2.65191 -1.42936  -0.48
C -4.68769 3.68998 -0.58433  -0.01
C -3.69904 3.21948 -2.81943  -0.01
H -5.76085 -0.12098 -2.66420  0.09
H -4.67931 0.91619 -3.59324  0.08
H -6.18362 1.57369 -2.92430  0.09
H -5.88115 -0.06087 -0.28836  0.09
H -6.44456 1.61657 -0.29236  0.09
H -5.04085 1.15096 0.68211  0.08
H -4.78059 3.36508 0.45058  0.08
H -5.68419 3.90252 -0.97840  0.09
H -4.11237 4.61668 -0.59694  0.09
H -3.12159 2.51562 -3.42068  0.09
H -3.11525 4.13508 -2.71629  0.09
H -4.62332 3.45555 -3.34934  0.09

***

No. 2
Entry from the Open Molecules 2025 dataset: a structure of composition C44H62Br2CaN2O5P3S3 at a distorted geometry (the ωB97M-V functional and the def2-TZVPD basis).

## Properties
HOMO-LUMO gap (spin up / spin down) = 3.778 / 5.787 eV
Total energy = -10244.066823 Eh
Net charge = -2
LUMO level (spin up / spin down) = 3.76 / 3.76 eV
ΔE to the lowest compared entry with this formula, charge and spin = 47.9 kJ/mol
HOMO (spin up / spin down) = 0.0 / -2.0 eV
Spin multiplicity = 2

Last column: Löwdin charge in e.
Positions of all 122 atoms, in Å:
Ca -0.01899 0.42061 -1.01906  1.11
C 2.74789 4.18444 4.57480  -0.09
C 1.40032 3.53230 4.29848  -0.36
O 0.41273 4.53987 4.34030  -0.45
P -1.07745 4.48187 3.60667  0.61
S -2.49118 3.78491 0.98229  -0.12
S -0.52193 3.95698 1.57487  -0.03
O -1.72461 3.13136 4.27335  -0.44
C -1.52855 1.75859 3.89325  -0.34
C -2.86128 1.06191 4.08155  -0.07
H 3.53962 3.41439 4.63124  0.07
H 2.69506 4.71604 5.53764  0.07
H 2.96774 4.87167 3.77015  0.07
H 1.15525 2.74851 5.04289  0.12
H 1.46601 3.10485 3.30365  0.07
H -0.81136 1.32697 4.56485  0.08
H -1.11680 1.72413 2.88695  0.04
H -3.14611 1.09120 5.12568  0.07
H -2.83629 0.02319 3.78039  0.05
H -3.61255 1.61295 3.48249  0.08
Br 3.03836 -2.41501 -4.63068  0.61
C 1.09842 -2.46573 -4.38066  -0.56
C 0.40105 -3.42107 -5.15384  -0.24
C -0.94555 -3.58804 -4.96901  -0.56
Br -1.87475 -4.85481 -6.23043  0.55
C -1.68929 -2.82576 -4.03551  -0.22
C -3.10457 -2.98788 -3.88358  -0.13
C -3.71527 -2.25797 -2.87370  -0.16
C -2.97192 -1.42801 -2.07581  -0.22
N -1.58271 -1.23972 -2.14202  -0.05
C -0.96932 -1.90987 -3.19339  -0.22
C 0.45724 -1.65879 -3.37739  -0.47
O 1.12820 -0.81910 -2.65403  -0.30
H 0.93824 -4.09359 -5.79088  0.06
H -3.63968 -3.69453 -4.50207  0.03
H -4.81620 -2.32522 -2.73528  0.10
H -3.48557 -0.87784 -1.29404  0.07
O -1.91320 0.56936 0.75977  -0.22
H -2.65201 0.15868 0.27805  0.02
H -2.19216 1.54185 0.82427  -0.08
O 1.68736 2.44062 -3.48565  -0.62
S 2.47179 2.69951 -2.26608  0.57
N 1.83847 2.23276 -1.01592  -0.54
C 5.13312 1.24978 0.69195  -0.22
C 5.18544 -0.12347 0.03738  -0.20
C 3.77950 -0.71906 -0.09626  -0.21
C 3.06943 -0.77819 1.25886  -0.46
C 3.03504 0.59407 1.94551  -0.22
C 4.45255 1.17095 2.03986  -0.21
P 1.35926 -1.48153 1.08275  1.11
C 1.63440 -3.28859 0.63925  -0.42
C 2.95195 -3.93989 1.13807  -0.20
C 2.82292 -5.48295 1.01409  -0.20
C 1.95351 -5.88288 -0.17760  -0.21
C 2.08878 -4.86459 -1.29634  -0.20
C 1.47115 -3.53541 -0.86736  -0.21
C 0.65686 -1.58767 2.81537  -0.44
C -0.79155 -2.11772 2.76882  -0.21
C -1.24624 -2.75976 4.08946  -0.18
C -0.54344 -2.04074 5.26187  -0.21
C 0.95631 -2.25453 5.25126  -0.20
C 1.46130 -2.39931 3.82226  -0.22
H 4.55455 1.94574 0.05763  0.10
H 6.15483 1.69173 0.76767  0.11
H 5.78696 -0.82804 0.64339  0.11
H 5.65740 -0.04571 -0.95067  0.11
H 3.88851 -1.73281 -0.47538  0.09
H 3.21144 -0.11394 -0.85277  0.10
H 3.64238 -1.47197 1.90835  0.10
H 2.66414 0.46165 2.98011  0.10
H 2.37277 1.31955 1.43367  0.09
H 5.04504 0.55762 2.73662  0.11
H 4.37967 2.17318 2.50606  0.10
H 0.84105 -3.83420 1.17648  0.10
H 3.16165 -3.71093 2.19902  0.09
H 3.81698 -3.56815 0.59436  0.10
H 2.38260 -5.84217 1.95488  0.10
H 3.82362 -5.92851 0.93694  0.10
H 0.90421 -5.88916 0.12506  0.11
H 2.19223 -6.90227 -0.49814  0.10
H 1.59493 -5.16126 -2.22386  0.11
H 3.13125 -4.71892 -1.58369  0.11
H 0.40740 -3.55315 -1.10680  0.12
H 1.93626 -2.72420 -1.44603  0.08
H 0.59168 -0.53330 3.14657  0.10
H -0.89700 -2.82417 1.94298  0.10
H -1.47364 -1.30377 2.53671  0.08
H -1.02268 -3.84233 4.15147  0.11
H -2.32779 -2.69268 4.19685  0.10
H -0.94160 -2.36745 6.21278  0.10
H -0.75250 -0.97162 5.15224  0.09
H 1.17086 -3.15286 5.82782  0.10
H 1.45909 -1.42548 5.75989  0.11
H 1.38388 -3.45308 3.54124  0.10
H 2.52795 -2.14942 3.76052  0.10
C -1.59293 1.32954 -4.48813  -0.26
P -2.03890 2.17126 -2.94980  1.00
C -1.65324 3.92983 -3.34816  -0.36
C -0.92481 4.66551 -2.44359  -0.11
C -0.60904 5.98842 -2.70878  -0.07
C -1.04206 6.58046 -3.88064  -0.11
C -1.76225 5.85006 -4.81470  -0.11
C -2.04574 4.51986 -4.55597  -0.09
C -3.87287 2.18400 -2.97500  -0.35
C -4.51146 3.06737 -2.08057  -0.11
C -5.86844 3.01000 -1.90402  -0.10
C -6.67433 2.11675 -2.62428  -0.11
C -6.05023 1.23548 -3.48892  -0.11
C -4.66910 1.25715 -3.66708  -0.09
H -1.86207 0.26777 -4.43155  0.03
H -0.51456 1.37583 -4.57838  0.03
H -2.01911 1.79638 -5.37586  0.04
H -0.62002 4.20725 -1.54922  0.04
H -0.00311 6.55671 -2.01367  0.10
H -0.81532 7.62865 -4.07679  0.09
H -2.13015 6.32763 -5.72188  0.09
H -2.66710 3.97118 -5.26226  0.10
H -3.92628 3.75832 -1.51315  0.05
H -6.35075 3.65470 -1.17632  0.10
H -7.75087 2.06292 -2.44933  0.09
H -6.64415 0.49039 -3.98502  0.09
H -4.22410 0.56364 -4.37256  0.09